Entry 1:
{"formula": "C29H28Ge2N2O10STi", "method": "ωB97M-V/def2-TZVPD", "species": ["Ti", "O", "C", "O", "C", "C", "C", "C", "C", "C", "O", "N", "O", "O", "N", "O", "O", "H", "H", "C", "Ge", "C", "C", "Ge", "C", "C", "C", "C", "C", "C", "C", "C", "C", "C", "C", "C", "H", "H", "H", "H", "H", "H", "H", "H", "H", "H", "H", "H", "H", "H", "H", "H", "H", "H", "H", "C", "C", "C", "C", "C", "C", "C", "S", "O", "O", "O", "H", "H", "H", "H", "H", "H", "H"], "coordinates": [[0.6269, 0.5944, -0.3870], [0.9116, 4.0996, 1.2586], [0.6213, 2.9354, 1.1889], [0.5535, 2.2645, 0.0542], [0.2906, 2.1206, 2.4176], [0.0142, 2.7824, 3.6027], [-0.2532, 2.0525, 4.7529], [-0.2250, 0.6652, 4.7515], [0.0733, 0.0015, 3.5783], [0.3218, 0.7080, 2.3791], [0.5387, 0.0610, 1.2631], [0.1074, -1.4398, 3.5303], [0.8771, -1.9431, 2.7415], [-0.6558, -2.0409, 4.2484], [-0.5636, 2.7505, 5.9904], [-0.5839, 2.0858, 6.9956], [-0.7820, 3.9326, 5.9106], [0.0143, 3.8650, 3.6170], [-0.4224, 0.1167, 5.6611], [-0.8372, -3.4657, 0.7287], [-1.8511, -2.9016, -0.8833], [-3.8356, -3.1003, -0.7498], [-1.1194, -3.7205, -2.5342], [-1.5670, -0.3907, -1.0196], [-1.8789, 0.7407, -2.6197], [-2.5750, 0.1916, -3.6955], [-2.8255, 0.9474, -4.8267], [-2.3750, 2.2556, -4.8963], [-1.6705, 2.8082, -3.8363], [-1.4171, 2.0559, -2.7028], [-2.3405, 0.5748, 0.5748], [-2.5868, 1.9490, 0.5991], [-3.1632, 2.5369, 1.7109], [-3.4878, 1.7690, 2.8192], [-3.2444, 0.4033, 2.8126], [-2.6711, -0.1853, 1.6995], [-0.5875, -4.5213, 0.6491], [-1.3944, -3.3272, 1.6528], [0.0909, -2.8960, 0.7808], [-4.0959, -4.1451, -0.6157], [-4.3102, -2.7443, -1.6600], [-4.2310, -2.5347, 0.0891], [-1.5183, -4.7286, -2.6333], [-0.0350, -3.7712, -2.4702], [-1.3847, -3.1514, -3.4221], [-2.9340, -0.8303, -3.6302], [-3.3740, 0.5184, -5.6509], [-2.5667, 2.8450, -5.7794], [-1.3231, 3.8296, -3.8911], [-0.8390, 2.4930, -1.8874], [-2.3687, 2.5529, -0.2732], [-3.3755, 3.5941, 1.7062], [-3.9419, 2.2312, 3.6810], [-3.5133, -0.2032, 3.6658], [-2.5106, -1.2599, 1.6821], [7.4594, -0.5938, -0.9910], [6.0078, -0.6760, -1.3148], [5.0572, -0.1631, -0.4295], [3.7131, -0.1960, -0.7484], [3.3103, -0.7504, -1.9563], [4.2290, -1.2886, -2.8389], [5.5742, -1.2442, -2.5110], [1.5684, -0.6917, -2.2362], [1.0775, -1.3633, -3.3850], [1.2063, 0.7602, -2.1475], [0.9720, -1.2006, -0.9456], [7.6201, -0.6016, 0.0827], [7.8655, 0.3388, -1.3816], [8.0163, -1.4060, -1.4483], [5.3715, 0.2581, 0.5136], [2.9594, 0.1886, -0.0410], [3.8875, -1.7382, -3.7585], [6.2986, -1.6629, -3.1917]], "charge": 1, "s2": 0.76, "homo_ev": [-11.99, -12.21], "de_lowest_kj_mol": 329.20, "e_lumo_ev": [-4.25, -5.96], "max_force_ev_per_a": 3.5, "spin_multiplicity": 2}

=====

Entry 2:
{"formula": "C5H6O", "method": "ωB97M-V/def2-TZVPD", "species": ["C", "C", "C", "O", "C", "C", "H", "H", "H", "H", "H", "H"], "coordinates": [[1.6979, -0.8733, 0.0282], [0.4133, -0.2116, 0.5043], [-0.6144, -0.0759, -0.6010], [-0.5720, -0.6982, -1.6399], [-1.6915, 0.8784, -0.3229], [-2.5397, 1.6950, -0.0653], [2.3732, -1.0533, 0.8695], [2.2173, -0.2382, -0.6956], [1.4817, -1.8228, -0.4628], [0.5956, 0.7803, 0.9344], [-0.0625, -0.7981, 1.3045], [-3.2988, 2.4178, 0.1467]], "charge": 0, "homo_ev": -10.34, "de_lowest_kj_mol": 163.68, "smiles": "C#CC(=O)CC", "e_lumo_ev": 0.39, "max_force_ev_per_a": 0.6}

=====

Entry 3:
{"formula": "C14H27BrINO3P", "method": "ωB97M-V/def2-TZVPD", "species": ["C", "C", "C", "C", "C", "N", "C", "C", "C", "C", "C", "C", "C", "C", "I", "C", "O", "O", "P", "O", "Br", "H", "H", "H", "H", "H", "H", "H", "H", "H", "H", "H", "H", "H", "H", "H", "H", "H", "H", "H", "H", "H", "H", "H", "H", "H", "H", "H"], "coordinates": [[-1.4252, -2.3789, -3.1703], [-1.5398, -1.0840, -2.3297], [-0.3155, -0.8648, -1.4412], [-0.1984, 0.5320, -0.7675], [-1.5211, 1.3178, -0.6922], [0.6095, 0.5252, 0.4340], [1.8336, 1.2866, 0.3859], [2.8313, 0.6714, -0.6098], [1.6157, 2.8144, 0.1365], [1.9452, 3.3510, -1.2694], [0.1618, 0.0291, 1.7109], [-1.0261, -0.9532, 1.6617], [-0.6478, -2.4479, 1.7230], [-1.8662, -3.3051, 1.3060], [-1.3102, -4.9138, -0.0172], [1.2960, -0.7145, 2.4901], [1.1515, -0.6443, 3.7280], [2.1584, -1.3120, 1.8330], [-0.4129, 1.2560, 3.0748], [-1.3172, 2.3268, 2.1486], [1.3328, 2.6035, 3.4964], [-0.4222, -2.7849, -3.0696], [-1.6373, -2.1633, -4.2160], [-2.1480, -3.1239, -2.8470], [-1.5755, -0.2548, -3.0399], [-2.4694, -1.0625, -1.7628], [-0.2422, -1.6596, -0.7038], [0.5568, -0.9861, -2.0867], [0.3723, 1.1059, -1.4992], [-1.3181, 2.2959, -0.2677], [-2.3136, 0.8178, -0.1419], [-1.9016, 1.5040, -1.6987], [2.3594, 1.2317, 1.3330], [2.3497, 0.3287, -1.5234], [3.6612, 1.3452, -0.8191], [3.2450, -0.2133, -0.1260], [0.5926, 3.0883, 0.3849], [2.2405, 3.3615, 0.8417], [2.9685, 3.7172, -1.3296], [1.3086, 4.2150, -1.4772], [1.7681, 2.6392, -2.0721], [-1.6645, -0.8199, 0.7936], [-1.6593, -0.7815, 2.5392], [0.1749, -2.6674, 1.0549], [-0.4099, -2.7310, 2.7432], [-2.6238, -2.7358, 0.7769], [-2.3368, -3.7986, 2.1490], [-2.2305, 2.0368, 2.2326]], "charge": -1, "homo_ev": -4.04, "smiles": "CCC[C@@H](C)N([C@@H](C)CC)[C@@](CCCI)(C(=O)[O-])P(O)Br", "e_lumo_ev": 2.36, "max_force_ev_per_a": 1.1}

=====

Entry 4:
{"formula": "C4H21Cu2Hf2NO26S5", "method": "ωB97M-V/def2-TZVPD", "species": ["Hf", "Hf", "Cu", "Cu", "S", "O", "O", "O", "O", "S", "O", "O", "O", "O", "S", "O", "O", "O", "O", "S", "O", "O", "O", "O", "S", "O", "O", "O", "O", "C", "C", "C", "O", "C", "N", "H", "H", "H", "H", "H", "H", "H", "H", "H", "H", "H", "O", "H", "H", "O", "H", "H", "O", "H", "H", "O", "H", "H", "O", "H", "H"], "coordinates": [[20.0766, 22.8673, 16.4820], [17.4953, 23.4002, 11.5827], [16.1774, 19.7704, 15.3565], [16.3687, 19.3352, 12.4371], [18.9697, 20.8299, 13.6553], [20.0891, 20.0012, 13.2168], [18.5598, 21.7138, 12.5794], [17.8381, 19.9690, 14.0555], [19.5351, 21.6320, 14.7749], [17.5590, 25.0043, 14.8984], [16.2815, 24.9130, 15.5328], [18.5264, 23.9848, 15.5388], [17.5934, 24.4954, 13.4556], [18.0671, 26.3437, 14.9353], [16.3457, 20.6782, 9.5325], [17.0761, 21.6811, 10.4985], [15.2814, 21.3948, 8.8643], [17.3021, 20.1490, 8.5891], [15.7910, 19.6906, 10.4998], [21.7259, 24.9256, 15.0094], [21.4847, 24.5103, 16.5035], [20.8160, 23.7931, 14.5318], [21.2126, 26.2135, 14.7103], [23.0965, 24.7234, 14.6655], [14.5765, 21.9919, 13.1319], [15.9516, 22.5706, 12.6613], [14.0515, 22.8551, 14.1548], [13.7329, 21.7943, 11.9936], [14.9813, 20.6519, 13.7080], [20.2904, 18.6525, 9.9287], [19.1018, 17.7417, 10.1636], [19.3622, 16.2881, 9.8625], [18.1980, 15.5091, 10.0455], [18.4758, 14.1449, 10.1825], [18.6122, 17.8958, 11.5682], [19.9955, 19.7002, 10.0160], [20.7454, 18.5428, 8.9412], [21.0730, 18.4893, 10.6804], [18.2508, 18.0813, 9.5650], [20.2143, 15.9827, 10.4913], [19.5967, 16.1820, 8.7956], [18.3073, 13.9013, 11.2361], [19.4886, 13.8234, 9.9155], [17.8345, 13.5252, 9.5529], [18.9042, 18.8164, 11.8928], [19.2289, 17.3376, 12.1689], [22.1108, 21.8787, 15.7225], [22.2578, 21.7508, 14.7305], [22.9381, 21.6218, 16.1441], [19.8100, 23.9661, 12.1003], [20.1604, 24.0517, 13.0281], [20.4887, 24.3284, 11.5173], [20.3595, 18.0469, 15.1217], [21.2970, 18.2077, 15.2690], [20.0939, 18.7351, 14.4701], [20.3727, 20.5300, 17.0958], [19.6045, 20.0525, 17.4411], [21.0086, 19.8421, 16.8557], [22.4922, 21.2415, 13.2352], [21.5912, 20.8525, 13.1538], [23.0973, 20.5008, 13.1195]], "charge": 0, "homo_ev": -8.43, "e_lumo_ev": -3.81, "max_force_ev_per_a": 9.2}

=====

Entry 5:
{"formula": "C7H18ClI2OP2Ti", "method": "ωB97M-V/def2-TZVPD", "species": ["I", "I", "Ti", "P", "C", "C", "H", "H", "H", "H", "H", "H", "C", "H", "H", "H", "P", "C", "C", "H", "H", "H", "C", "H", "H", "H", "H", "H", "H", "C", "O", "Cl"], "coordinates": [[-1.4067, 3.2969, -1.4124], [1.2213, 2.6659, -0.5432], [0.1292, -0.5311, 0.1790], [-0.0435, 0.6337, 2.3112], [1.5838, 0.7198, 3.2308], [-0.6853, 2.3726, 2.3932], [-0.7027, 2.7525, 3.4232], [-1.0861, 0.2062, 4.5197], [-1.6992, 2.3560, 1.9466], [-2.0964, -0.3859, 3.1131], [2.2782, 1.3934, 2.6961], [-0.0318, 3.0120, 1.7939], [-1.0656, -0.3046, 3.5338], [1.4601, 1.0848, 4.2713], [-0.6214, -1.2990, 3.6534], [1.9974, -0.3038, 3.2719], [-0.2307, -0.9146, -2.2011], [1.3161, -1.4617, -3.1001], [-1.3225, -2.3809, -2.5139], [-1.9087, 0.7031, -2.8596], [-1.0477, 0.0789, -4.3333], [-0.2551, 1.2740, -3.2831], [-0.9283, 0.4154, -3.2967], [-2.3153, -2.1613, -2.0553], [-1.4307, -2.5807, -3.6012], [1.1093, -1.8074, -4.1350], [1.7518, -2.3048, -2.5390], [-0.8660, -3.2535, -2.0342], [2.0350, -0.6233, -3.1460], [2.1211, -0.0165, -0.0756], [3.3385, -0.1022, -0.1020], [-0.5983, -2.5340, 0.8946]], "charge": 2, "s2": 0.76, "homo_ev": [-16.56, -16.60], "de_lowest_kj_mol": 74.87, "e_lumo_ev": [-9.57, -9.55], "max_force_ev_per_a": 10.4, "spin_multiplicity": 2}

=====

Entry 6:
{"formula": "C9H18KO9", "method": "ωB97M-V/def2-TZVPD", "species": ["K", "C", "O", "C", "O", "O", "C", "H", "H", "H", "H", "H", "H", "C", "O", "C", "O", "O", "C", "H", "H", "H", "H", "H", "H", "C", "O", "C", "O", "O", "C", "H", "H", "H", "H", "H", "H"], "coordinates": [[-0.7194, 0.1718, 0.7056], [0.1538, -4.8807, -1.0782], [-0.0383, -3.4819, -0.9154], [0.6937, -2.6043, -1.5690], [0.5179, -1.4236, -1.4434], [1.6107, -3.2036, -2.3318], [2.4289, -2.3348, -3.1301], [1.1393, -5.2134, -0.7469], [0.0675, -5.2176, -2.1102], [-0.5824, -5.3754, -0.4527], [3.1086, -3.0734, -3.5706], [3.0501, -1.6757, -2.5293], [1.9472, -1.8711, -3.9875], [3.0593, -0.0706, 0.7714], [2.9156, 1.0353, 1.6604], [2.0647, 0.9055, 2.6857], [1.2469, 0.0321, 2.7896], [2.2706, 1.9156, 3.5201], [1.1791, 2.2638, 4.3478], [4.0990, -0.1240, 0.4667], [2.3442, 0.0684, -0.0399], [2.8236, -1.0211, 1.2568], [1.4965, 3.1495, 4.8995], [0.9164, 1.4856, 5.0623], [0.2578, 2.6320, 3.8848], [-4.7418, 3.0708, 0.8546], [-4.4448, 2.6630, -0.4688], [-3.2138, 2.2748, -0.7092], [-2.3423, 2.1514, 0.1433], [-3.0160, 2.0915, -1.9906], [-1.7208, 1.6286, -2.3556], [-4.2813, 4.0258, 1.1133], [-4.3871, 2.3613, 1.6017], [-5.8103, 3.2012, 0.9919], [-1.4553, 0.7974, -1.6981], [-0.9553, 2.3965, -2.2571], [-1.6827, 1.2494, -3.3712]], "charge": 1, "homo_ev": -14.25, "de_lowest_kj_mol": 70.20, "e_lumo_ev": -2.65, "max_force_ev_per_a": 2.1}